{
  "formula": "C14H33BF4GdN2O4Si3",
  "method": "ωB97M-V/def2-TZVPD",
  "elements": ["Gd", "N", "C", "C", "O", "N", "C", "C", "O", "O", "H", "H", "H", "H", "H", "H", "C", "O", "Si", "C", "C", "C", "Si", "C", "C", "C", "Si", "C", "C", "C", "H", "H", "H", "H", "H", "H", "H", "H", "H", "H", "H", "H", "H", "H", "H", "H", "H", "H", "H", "H", "H", "H", "H", "H", "H", "H", "H", "F", "B", "F", "F", "F"],
  "coordinates": [[-0.2722, 0.5363, -0.4508], [2.2207, -0.6669, 0.2477], [1.9762, -1.3777, 1.5221], [1.1586, -0.4545, 2.4454], [1.5382, -0.2979, 3.6109], [0.1321, 0.1011, 1.8114], [-0.4201, 1.3041, 2.4333], [-0.0664, 2.5525, 1.5750], [-0.2636, 3.6649, 2.0245], [0.4545, 2.3033, 0.4031], [2.8654, -1.1969, -0.3276], [2.6924, 0.2040, 0.4750], [2.8990, -1.6384, 2.0440], [1.4219, -2.2940, 1.3168], [-0.0130, 1.4611, 3.4311], [-1.5055, 1.2490, 2.5154], [-0.1780, -3.2061, -0.6586], [-0.1698, -1.9198, -1.2522], [0.1101, -1.6659, -2.9148], [-0.8998, -3.0234, -3.7827], [1.8846, -2.2028, -3.3344], [-0.3155, 0.1261, -3.0171], [0.9684, 1.4290, -3.4024], [2.5686, 1.2868, -2.3646], [1.4998, 1.4643, -5.2286], [0.4116, 3.1803, -2.9317], [-1.9352, 0.3503, -3.9348], [-1.7698, -0.1428, -5.7750], [-2.6304, 2.1107, -4.0596], [-3.2953, -0.7920, -3.2561], [-0.8077, -3.8960, -1.2256], [-0.5758, -3.1186, 0.3521], [0.8344, -3.6208, -0.6105], [-0.4490, -4.0043, -3.6173], [-0.9293, -2.8607, -4.8617], [-1.9308, -3.0571, -3.4247], [2.1281, -3.1732, -2.8938], [2.6269, -1.4820, -2.9924], [1.9975, -2.2968, -4.4176], [2.9543, 0.2724, -2.2721], [2.3821, 1.6817, -1.3606], [3.3604, 1.8962, -2.8056], [1.8582, 0.4805, -5.5452], [2.2905, 2.1939, -5.4171], [0.6471, 1.7235, -5.8614], [0.2552, 3.2433, -1.8516], [-0.5138, 3.4841, -3.4181], [1.1813, 3.9106, -3.1928], [-0.8854, 0.3078, -6.2323], [-2.6441, 0.1904, -6.3405], [-1.6885, -1.2248, -5.8981], [-2.0184, 2.7288, -4.7211], [-2.7003, 2.6037, -3.0910], [-3.6365, 2.0660, -4.4834], [-3.4603, -1.6448, -3.9189], [-4.2377, -0.2544, -3.1548], [-3.0371, -1.1767, -2.2679], [-4.1724, 1.1585, -0.9186], [-3.0194, 1.2455, -0.1975], [-1.9843, 1.9114, -0.9609], [-3.1681, 1.8504, 1.0162], [-2.4297, -0.0878, 0.0030]],
  "forces_ev_per_angstrom": [[1.1, -2.5, -0.7], [-0.1, 0.1, 0.1], [-0.1, 0.1, 0.0], [0.2, -0.4, -0.2], [0.0, 0.1, 0.0], [-0.1, 0.2, 0.6], [0.2, -0.1, -0.3], [-0.1, 0.4, 1.1], [0.0, -0.1, -0.2], [0.7, 1.4, 0.2], [-0.1, 0.0, -0.1], [0.1, 0.0, -0.1], [0.0, 0.0, 0.0], [0.0, 0.0, 0.0], [0.0, 0.0, 0.0], [0.0, 0.1, 0.0], [0.0, 0.1, 0.0], [0.0, -0.3, 0.0], [0.1, 0.0, 0.1], [-0.2, 0.4, 0.1], [-0.1, 0.3, 0.2], [0.5, -0.1, -0.8], [0.3, 0.2, -0.3], [-0.3, -0.2, 0.0], [-0.2, -0.1, 0.2], [-0.2, -0.3, -0.1], [-0.3, 0.0, -0.3], [0.2, 0.0, 0.2], [0.2, -0.1, 0.2], [0.1, 0.1, 0.0], [0.0, 0.0, 0.0], [0.0, 0.0, 0.0], [0.0, 0.0, 0.0], [0.1, 0.0, 0.1], [0.0, 0.0, 0.0], [0.1, 0.0, 0.0], [-0.1, 0.0, 0.0], [0.0, -0.1, 0.0], [0.0, 0.0, 0.0], [0.0, 0.1, 0.0], [0.1, 0.0, 0.0], [-0.1, 0.1, -0.1], [0.0, 0.0, 0.0], [0.0, 0.0, 0.1], [0.1, 0.0, 0.0], [0.0, 0.1, 0.0], [0.0, 0.0, 0.0], [0.1, -0.1, 0.0], [-0.1, 0.0, 0.0], [-0.1, 0.0, 0.0], [0.0, 0.0, 0.0], [0.0, 0.0, 0.0], [0.0, 0.0, 0.0], [0.0, -0.1, 0.0], [0.0, 0.1, 0.0], [0.0, 0.1, 0.0], [-0.1, 0.0, 0.0], [0.0, -0.1, -0.1], [-0.7, 0.0, 0.2], [-0.8, 0.5, -0.1], [0.0, 0.0, 0.0], [-0.6, 0.1, 0.1]],
  "mulliken_spin": [6.5518, 0.0086, -0.0017, 0.0021, 0.0025, 0.0391, 0.0052, 0.0008, 0.0072, 0.0435, 0.0003, 0.0020, 0.0005, -0.0015, 0.0013, -0.0014, -0.0009, 0.0514, 0.0071, 0.0053, 0.0014, 0.2176, 0.0122, -0.0001, 0.0063, -0.0002, -0.0074, 0.0158, -0.0008, 0.0008, 0.0000, -0.0002, -0.0001, 0.0005, -0.0002, 0.0001, 0.0005, 0.0001, 0.0010, 0.0004, -0.0003, -0.0003, 0.0004, 0.0009, -0.0001, 0.0007, 0.0012, -0.0002, -0.0015, 0.0009, -0.0005, -0.0001, -0.0002, 0.0000, 0.0004, -0.0004, -0.0007, -0.0001, 0.0001, 0.0155, 0.0000, 0.0136],
  "max_force_ev_per_a": 2.814,
  "total_charge": -1,
  "spin_multiplicity": 8,
  "relative_energy_kj_mol": 117.1,
  "homo_lumo_gap_ev": [7.70, 5.76],
  "e_tot_ev": -82253.0551
}